[1]
The following is a quantum chemistry calculation of C29H32BrN2O8PS2Sc as an isolated structure, from OMol25.

Structure (XYZ):
```
76
Properties=species:S:1:pos:R:3:forces:R:3
Sc -0.37430 0.25839 -0.11305 0.72 -0.17 -0.01
N 1.83594 -0.84234 -0.76526 -0.24 0.05 -0.02
C 2.78940 -0.10484 -1.60093 0.04 0.03 0.01
C 2.10374 0.52758 -2.80697 0.04 0.05 -0.04
C 1.19956 1.68309 -2.41302 0.02 -0.01 0.15
O 1.39689 2.81316 -2.81484 -0.01 0.00 -0.07
O 0.23670 1.35533 -1.59536 -0.20 0.19 -0.27
H 2.29723 -1.22511 0.05184 -0.06 -0.01 0.04
H 1.43433 -1.62072 -1.28424 0.08 -0.01 -0.03
H 3.59422 -0.75647 -1.96026 0.00 0.00 0.01
H 3.24802 0.67264 -0.98420 -0.02 0.00 0.01
H 1.52219 -0.23977 -3.32417 -0.06 -0.02 -0.04
H 2.85665 0.90698 -3.49746 -0.01 0.00 0.01
O -1.43389 -3.03830 2.83054 0.04 0.03 0.03
C -1.70348 -1.77774 2.50551 -0.07 -0.05 -0.07
O -1.92136 -1.43752 1.36785 -0.03 0.01 0.08
C -1.77198 -0.82454 3.69290 0.04 0.00 0.00
N -1.27850 -1.48780 4.91524 0.01 -0.03 -0.02
C -2.24126 -1.25761 5.99796 0.02 0.01 0.01
C -3.57107 -1.22100 5.25820 -0.01 0.00 0.02
C -3.22328 -0.41327 4.00713 -0.01 0.00 -0.04
H -1.19259 0.04813 3.41421 0.05 0.07 -0.04
H -0.34215 -1.18259 5.14643 0.01 0.01 0.01
H -1.25965 -2.99904 3.80102 0.00 -0.01 -0.02
H -2.06777 -0.29876 6.50364 -0.01 -0.01 0.00
H -2.18056 -2.05226 6.74294 0.00 0.00 0.00
H -4.37018 -0.77376 5.84873 0.00 0.00 0.00
H -3.87137 -2.23713 4.99122 0.00 0.01 -0.01
H -3.24687 0.65628 4.21860 0.00 0.00 0.01
H -3.88782 -0.59586 3.16410 0.00 -0.01 0.00
Br 2.53106 -1.83971 3.67768 -0.02 0.02 0.00
C 2.20015 -0.04394 4.20232 0.02 -0.03 0.01
C 2.57361 0.30327 5.49460 -0.01 0.00 -0.01
C 2.38761 1.60196 5.94077 0.00 0.02 -0.01
C 1.84765 2.55742 5.09094 0.02 -0.01 0.02
C 1.49291 2.20380 3.80129 -0.02 0.00 -0.02
C 1.65161 0.89838 3.33839 0.00 0.04 0.02
C 1.12571 0.61480 1.95741 -0.09 -0.03 0.03
O 0.59619 -0.50889 1.72231 0.03 -0.09 0.32
O 1.12080 1.52372 1.10439 0.12 -0.03 -0.01
H 3.01271 -0.44526 6.13975 0.00 0.00 0.00
H 2.67434 1.86385 6.95138 0.00 0.00 0.00
H 1.70451 3.57468 5.43089 0.00 0.00 0.01
H 1.06626 2.92242 3.11416 0.00 0.00 0.00
S 0.17353 -2.56272 -4.61411 -0.02 0.07 0.01
P -1.28127 -1.79595 -3.52424 0.15 -0.06 0.04
S -1.09263 -1.90756 -1.50891 -0.20 -0.14 -0.01
C -2.86702 -2.62421 -3.92083 -0.03 -0.06 -0.02
C -3.22171 -2.74085 -5.26438 0.01 -0.01 -0.01
C -4.41785 -3.33653 -5.62501 -0.02 -0.01 0.01
C -5.27202 -3.83194 -4.64548 0.00 0.01 -0.02
C -4.92270 -3.72127 -3.30968 0.01 0.00 0.01
C -3.72460 -3.11516 -2.94611 -0.03 0.02 -0.01
C -1.66707 -0.08305 -4.00596 0.01 0.07 -0.01
C -0.94579 0.56373 -5.00087 0.02 -0.04 0.03
C -1.23721 1.88195 -5.32500 0.03 0.01 0.01
C -2.25607 2.54979 -4.66497 0.00 0.00 -0.01
C -2.99240 1.89776 -3.68427 0.01 0.00 0.00
C -2.70108 0.58546 -3.35630 0.01 0.02 0.10
H -2.54474 -2.37103 -6.02539 0.01 0.00 0.01
H -4.68440 -3.41978 -6.67166 0.00 0.00 0.00
H -6.20605 -4.30293 -4.92766 0.00 0.00 0.00
H -5.58220 -4.10640 -2.54139 0.00 0.00 0.00
H -3.44826 -3.01743 -1.90423 0.01 -0.01 0.01
H -0.15165 0.02528 -5.50439 0.02 0.02 0.02
H -0.64610 2.39482 -6.07323 -0.01 -0.01 -0.01
H -2.46538 3.58563 -4.90090 0.00 0.01 0.00
H -3.77536 2.42307 -3.15191 -0.01 0.00 0.00
H -3.24544 0.09509 -2.55786 0.03 0.00 -0.01
C -3.90115 2.13064 1.11186 0.00 0.04 0.05
C -2.53319 1.53575 0.87829 0.00 -0.03 -0.10
O -1.67080 1.56491 1.77483 0.10 -0.06 -0.03
O -2.29623 1.01143 -0.25963 -0.49 0.18 -0.05
H -4.32913 1.70215 2.01859 0.00 0.00 -0.01
H -4.55856 1.95043 0.26587 0.01 -0.01 -0.01
H -3.79566 3.20385 1.27578 0.00 0.00 -0.01
```
Forces are in eV/Å.

Calculated values
**Energy above the lowest of the compared OMol25 structures with the same formula, charge and spin**: 18.70 kcal per mole
**HOMO level**: -5.064 eV
**Electronic energy**: -6308.6636 a.u.
**Strongest force on any atom**: 0.0143 hartree/bohr
**Net charge**: -1
**LUMO**: 2.11 eV

***

[2]
The following is a quantum chemistry calculation of a 7-piece molecular cluster, C20H57N3O7 overall at a distorted geometry, from OMol25.

Structure (XYZ):
```
87
Properties=species:S:1:pos:R:3:forces:R:3
C 3.23876 -3.02102 -2.87938 0.72 -0.21 -0.59
O 3.41834 -3.68383 -1.65568 -0.23 0.14 0.47
C 4.21905 -2.93053 -0.76291 0.36 -0.10 0.14
C 4.40240 -3.66882 0.55644 0.43 0.05 -0.54
C 5.28504 -2.89635 1.52833 0.13 -0.36 0.97
N 4.96152 -5.01192 0.33798 -0.63 0.38 0.40
H 4.19712 -2.73851 -3.34462 0.11 0.13 0.36
H 2.65256 -2.10641 -2.77243 -0.30 -0.11 -0.09
H 2.84245 -3.74197 -3.59325 -0.60 0.17 0.18
H 5.19202 -2.82252 -1.25636 0.20 0.35 0.19
H 3.80003 -1.94507 -0.52790 -0.16 0.10 -0.38
H 3.41340 -3.77153 1.01367 0.00 -0.08 -0.01
H 5.28340 -3.49662 2.44366 0.03 0.15 0.09
H 4.95169 -1.89909 1.81846 -0.36 -0.04 -0.29
H 6.34584 -2.79129 1.28472 -0.12 -0.17 -0.61
H 5.96883 -4.96116 0.26955 0.01 -0.07 -0.30
H 4.54266 -5.35194 -0.52044 0.37 -0.28 -0.01
C -2.46646 -0.98325 3.19264 0.28 0.28 0.69
O -2.81599 -0.96113 4.56215 0.24 -0.44 0.47
C -4.17900 -0.99440 4.90101 -0.41 0.64 -0.02
C -4.66613 0.46066 4.92079 -1.44 0.22 -0.83
C -4.03550 1.27392 6.02392 0.62 0.07 0.80
N -6.14235 0.59168 5.02072 -0.50 -0.30 0.29
H -2.42459 -2.01866 2.84608 -0.14 0.11 -0.34
H -1.46580 -0.54585 3.19581 0.05 -0.19 -0.36
H -3.09963 -0.33563 2.57900 -0.16 -0.24 -0.06
H -4.77381 -1.64236 4.24728 0.05 0.22 -0.39
H -4.30412 -1.43960 5.89030 0.35 0.09 0.15
H -4.44443 0.91963 3.95191 0.67 -0.25 -0.02
H -3.02856 0.93556 6.28542 0.02 -0.03 -0.30
H -4.62002 1.18857 6.94140 -0.16 -0.06 -0.10
H -3.95795 2.33619 5.79002 -0.15 -0.01 -0.12
H -6.52274 1.29969 4.40650 0.30 0.16 0.07
H -6.68584 -0.23522 4.80211 0.42 -0.24 0.06
C -4.11513 0.32736 -4.11973 -0.52 0.38 -0.15
O -3.70585 -0.91105 -3.61473 0.31 -0.12 0.51
C -3.06765 -1.73124 -4.57311 0.32 0.37 0.26
C -2.34813 -2.87754 -3.87224 0.65 0.43 0.67
C -1.25014 -2.29620 -2.97971 -0.21 0.56 0.98
N -1.75861 -3.75925 -4.87725 -0.62 -0.64 0.12
H -3.35254 0.87412 -4.68666 0.17 -0.40 -0.19
H -4.37458 1.00571 -3.30601 -0.09 -0.34 0.24
H -5.00971 0.18209 -4.73597 0.06 0.24 -0.19
H -3.80878 -2.08539 -5.29980 0.16 -0.06 -0.16
H -2.28524 -1.12561 -5.04915 -0.16 -0.16 -0.45
H -3.03582 -3.35108 -3.15850 -0.25 -0.24 -0.36
H -0.76724 -2.96828 -2.26404 -0.09 -0.55 -0.47
H -1.75542 -1.60089 -2.29888 0.12 0.23 -0.23
H -0.45308 -1.75586 -3.49290 -0.16 -0.06 -0.34
H -1.34000 -4.54500 -4.38328 0.25 0.18 -0.08
H -2.51368 -4.20567 -5.39981 0.12 0.21 -0.12
C 0.82057 -0.68836 0.05421 -0.80 0.70 -0.73
C 0.02036 0.62905 0.11429 1.33 -0.30 0.64
O 0.77540 1.68612 -0.46547 0.05 0.29 0.17
H 0.87793 -0.86034 -1.02339 0.20 -0.92 0.16
H 0.30580 -1.45508 0.63378 -0.09 -0.28 -0.43
H 1.83038 -0.61040 0.45273 -0.03 0.40 0.04
H -0.08271 0.83238 1.18260 -0.44 0.56 -0.14
H -0.94086 0.58927 -0.39594 -0.17 -0.40 0.27
H 0.64281 1.70368 -1.42133 0.12 0.02 -0.02
C 1.39350 5.38404 0.72469 0.26 0.10 -0.37
C 2.60302 5.19059 -0.19135 -0.03 -1.18 1.10
O 2.37079 4.09706 -1.08316 0.14 0.57 -0.37
H 1.59290 6.09634 1.52701 -0.02 0.17 -0.17
H 1.13709 4.43972 1.20681 -0.06 -0.06 -0.12
H 0.56150 5.71309 0.10240 -0.19 0.02 0.27
H 3.45709 4.88177 0.42481 0.16 0.54 -0.02
H 2.84936 6.09120 -0.74629 -0.03 -0.12 -0.23
H 2.29320 3.29172 -0.55514 -0.24 -0.01 -0.09
C 1.50259 1.39123 -5.31938 0.12 0.87 -0.24
C 2.37282 2.50883 -4.71352 -0.47 -1.74 0.72
O 1.94825 2.61316 -3.34633 0.20 0.83 -0.47
H 2.01809 0.94451 -6.16959 -0.15 -0.12 -0.02
H 0.54844 1.80167 -5.65286 -0.01 -0.06 -0.08
H 1.27435 0.63967 -4.56776 0.26 -0.11 0.05
H 2.28892 3.43848 -5.27296 -0.02 0.14 0.07
H 3.40347 2.14650 -4.70392 0.20 0.30 -0.22
H 2.37321 3.39808 -2.95880 -0.32 -0.31 0.28
C -0.91813 2.78279 3.87099 0.35 0.98 0.69
C 0.36834 2.10593 4.30431 0.29 -1.44 -0.58
O 0.80993 2.55709 5.57591 -0.48 0.58 0.00
H -1.72526 2.48257 4.53802 -0.08 0.05 -0.05
H -1.23697 2.66629 2.83720 0.32 -0.56 -0.06
H -0.75809 3.86065 3.98242 -0.19 0.00 0.13
H 1.18330 2.20582 3.57313 -0.24 0.32 -0.08
H 0.19540 1.01816 4.38254 -0.08 0.13 -0.12
H 1.70261 2.23927 5.71423 0.09 -0.08 0.03
```
Forces are in eV/Å.

Calculated values
**Energy above the lowest of the compared OMol25 structures with the same formula, charge and spin**: 25.89 kcal per mole
**HOMO level**: -9.092 eV
**Electronic energy**: -1487.0195 a.u.
**Strongest force on any atom**: 0.0377 hartree/bohr
**Net charge**: 0
**LUMO**: 0.52 eV

***

[3]
The following is a quantum chemistry calculation of a 2-piece molecular cluster, H4O2 overall, from OMol25.

Structure (XYZ):
```
6
Properties=species:S:1:pos:R:3:forces:R:3
O -3.77578 -0.83606 -6.31347 0.25 0.00 -0.02
H -4.58913 -0.32656 -6.32314 -0.12 -0.11 0.02
H -4.02207 -1.75749 -6.18848 -0.13 0.11 0.00
O 3.91662 0.81914 6.18930 0.11 0.19 0.28
H 3.04535 0.80344 6.60052 0.07 -0.01 -0.05
H 4.46374 1.33556 6.79923 -0.18 -0.18 -0.23
```
Forces are in eV/Å.

Calculated values
**Energy above the lowest of the compared OMol25 structures with the same formula, charge and spin**: 4.95 kcal per mole
**HOMO level**: -11.606 eV
**Electronic energy**: -152.8671 a.u.
**Strongest force on any atom**: 0.0069 hartree/bohr
**Net charge**: 0
**LUMO**: 1.10 eV

***

[4]
The following is a quantum chemistry calculation of C3H2AlFLiO3 as an isolated structure at a distorted geometry, from OMol25.

Structure (XYZ):
```
11
Properties=species:S:1:pos:R:3:forces:R:3
O 0.65951 -1.96152 -0.44428 0.25 0.55 0.58
C 1.71384 -1.56538 -0.12755 0.67 -1.06 -1.21
C -0.42507 0.97481 0.06142 -4.39 0.06 -3.26
O 0.58436 0.77901 0.80466 2.37 -0.36 1.75
O 2.81790 -1.25206 0.03663 -0.99 0.45 0.58
C -1.67396 0.43863 0.11969 1.19 0.49 0.76
Li -1.17154 -1.46493 -0.99782 -0.12 -0.23 -0.12
F -0.14686 1.75231 -1.01897 0.35 -0.14 0.94
H -2.45797 0.85072 -0.51467 0.27 -0.18 -0.02
H -1.93232 -0.15597 0.99703 -0.04 0.21 -0.12
Al 2.03210 1.60438 1.08385 0.44 0.21 0.13
```
Forces are in eV/Å.

Calculated values
**HOMO level (alpha / beta)**: -18.523 / -18.487 eV
**2S+1**: 2
**Electronic energy**: -690.4504 a.u.
**Strongest force on any atom**: 0.1064 hartree/bohr
**Net charge**: +2
**LUMO (alpha / beta)**: -9.48 / -13.19 eV

***

[5]
The following is a quantum chemistry calculation of C4H2O2 as an isolated structure at a distorted geometry, from OMol25.

Structure (XYZ):
```
8
Properties=species:S:1:pos:R:3:forces:R:3
C -1.03836 1.60407 0.14697 0.16 1.69 0.45
C 0.07212 0.99581 -0.06282 -2.06 -2.31 -0.32
C 1.42909 -0.48780 0.01777 0.22 -3.96 0.02
C -0.95697 -0.04229 -0.06298 0.94 0.60 0.09
O 1.49711 -1.63631 0.05100 -0.23 0.88 0.00
O 1.70336 0.65873 0.00015 0.75 3.24 -0.08
H -1.20797 -0.63060 0.78607 0.00 -0.15 1.23
H -1.49838 -0.46160 -0.87616 0.21 0.01 -1.39
```
Forces are in eV/Å.

Calculated values
**Energy above the lowest of the compared OMol25 structures with the same formula, charge and spin**: 116.70 kcal per mole
**HOMO level**: -8.976 eV
**Electronic energy**: -303.8238 a.u.
**Strongest force on any atom**: 0.0771 hartree/bohr
**Net charge**: 0
**LUMO**: -0.06 eV

***

[6]
The following is a quantum chemistry calculation of a 2-piece molecular cluster, C2H8N4O2 overall at a distorted geometry, from OMol25.

Structure (XYZ):
```
16
Properties=species:S:1:pos:R:3:forces:R:3
C -1.11495 1.22052 0.48850 -3.86 -2.70 -1.27
C 0.07997 -0.61745 -0.44508 11.67 7.89 0.97
H -2.08126 0.89196 -0.34588 2.63 2.20 2.56
H -0.93380 2.24618 0.67534 -0.41 1.00 0.43
H -1.45190 0.54464 1.40102 1.02 1.90 -1.56
H 1.80893 1.71970 -0.29323 -1.21 -0.45 -0.75
H 1.22535 1.04117 -1.74802 -0.91 1.33 2.43
H 1.48633 -2.22135 -0.47949 -0.62 2.25 -0.79
H 1.60423 -0.86890 1.54535 1.11 -0.06 -3.25
H -2.64336 -1.81170 0.80370 2.16 2.67 -4.05
N 0.09422 0.71613 -0.06414 -0.02 -2.23 -0.72
N 0.91413 1.55395 -0.82681 2.11 -0.05 -1.72
N 1.49770 -1.14690 -0.59629 -0.52 -0.96 2.27
N -0.66118 -1.48976 -0.42400 -10.15 -8.54 0.20
O 2.18014 -0.78773 0.65784 -0.73 0.11 1.65
O -2.00456 -0.99044 -0.34882 -2.26 -4.36 3.57
```
Forces are in eV/Å.

Calculated values
**Energy above the lowest of the compared OMol25 structures with the same formula, charge and spin**: 280.91 kcal per mole
**HOMO level**: -8.538 eV
**Electronic energy**: -450.1378 a.u.
**Strongest force on any atom**: 0.2746 hartree/bohr
**Net charge**: 0
**LUMO**: -1.05 eV